BCdF6H4N3O12S6 | ωB97M-V/def2-TZVPD

The HOMO energy is -5.27 eV.

Geometry as ORCA input:
```
! RIJCOSX wB97M-V def2-TZVPD def2/J DEFGRID3
* xyz -2 1
Cd -0.803 -19.585 5.932
S 0.026 -18.198 2.919
S -3.888 -19.057 5.394
S -3.307 -18.669 7.751
S -0.960 -22.689 5.667
S -0.263 -16.561 1.086
S 1.078 -22.064 4.941
F 1.344 -17.545 3.635
F -0.902 -15.084 0.947
F -2.386 -19.672 8.588
F 1.640 -20.745 4.274
F -3.249 -19.024 3.896
F -2.158 -21.947 6.550
O -1.753 -23.180 4.579
O 0.956 -22.854 3.737
O 1.114 -16.334 0.746
O -2.971 -17.352 8.313
O -4.580 -19.343 8.056
O 2.140 -22.301 5.887
O -4.514 -20.363 5.349
O -4.772 -17.930 5.382
O 0.610 -19.095 1.881
O -0.549 -18.799 4.064
O -0.384 -23.597 6.676
O -1.105 -17.308 0.154
N -2.634 -18.977 6.134
N -0.527 -16.671 2.566
N -0.341 -21.403 5.513
B 0.707 -18.854 7.252
H 1.065 -19.402 6.394
H 1.452 -18.633 8.000
H -0.121 -19.433 7.630
H 0.310 -17.913 6.905
*
```

***

C5H17NO2 | ωB97M-V/def2-TZVPD

The HOMO energy (spin up / spin down) is -14.45 / -14.44 eV. As for the expectation value of S²: 0.75.

Geometry as ORCA input:
```
! RIJCOSX wB97M-V def2-TZVPD def2/J DEFGRID3
* xyz 1 2
O 0.574 1.125 -2.313
O 0.347 -2.754 -1.317
N 2.482 -1.027 0.847
C 0.548 0.310 1.726
C -0.683 1.057 1.234
C 1.579 0.081 0.595
C -1.678 0.182 0.432
C -2.506 0.851 -0.655
H 0.907 0.279 -1.968
H 2.080 -1.775 1.423
H 0.615 0.973 -3.267
H -1.955 1.432 -1.404
H 0.238 -0.655 2.145
H -2.345 -0.183 1.219
H 2.273 0.907 0.477
H -0.383 1.841 0.513
H -1.182 1.549 2.066
H -1.043 -0.531 -0.118
H 1.036 -0.054 -0.363
H 3.356 -0.655 1.223
H -0.280 -2.768 -2.029
H -3.041 1.677 -0.187
H -3.200 0.204 -1.161
H 1.217 -2.926 -1.652
H 1.045 0.859 2.534
*
```

***

C6H11BeO4 | ωB97M-V/def2-TZVPD

The HOMO energy (spin up / spin down) is -7.42 / -8.40 eV. As for the expectation value of S²: 0.75.

Geometry as ORCA input:
```
! RIJCOSX wB97M-V def2-TZVPD def2/J DEFGRID3
* xyz 0 2
O 0.225 0.876 -1.792
O 1.169 -1.230 3.243
O -0.297 -1.600 -0.848
O -2.104 0.709 -3.153
C -0.207 -1.551 3.250
C 1.853 -1.652 2.142
C 0.479 -0.783 -0.177
C 0.775 0.474 -0.567
C -1.482 1.949 -3.051
C -0.618 2.042 -1.795
Be -0.931 -0.305 -2.216
H 1.803 -2.729 1.943
H -2.215 2.778 -3.000
H -0.708 -1.127 2.365
H -0.641 -1.120 4.159
H 2.843 -1.197 2.074
H 0.003 2.950 -1.779
H -1.247 2.014 -0.890
H 1.444 1.169 -0.061
H -0.837 2.154 -3.930
H 1.039 -1.175 0.827
H -0.348 -2.644 3.256
*
```

***

C28H56O7 | ωB97M-V/def2-TZVPD

Its structure (SMILES) is C1CCOC1.C1CCOC1.C1CCOC1.C1CCOC1.C1CCOC1.C1CCOC1.C1CCOC1. The HOMO energy is -9.59 eV.

Geometry as ORCA input:
```
! RIJCOSX wB97M-V def2-TZVPD def2/J DEFGRID3
* xyz 0 1
O 4.863 -7.012 -6.762
O 1.272 7.905 1.481
O -7.367 4.263 0.394
O 2.371 -2.568 7.734
O -0.039 -1.859 -1.189
O -4.956 -6.189 5.412
O 1.263 5.820 -6.496
C -3.781 -4.575 4.325
C -6.456 4.188 -0.657
C 1.738 -0.492 7.065
C 2.516 -1.183 8.158
C 1.884 4.577 -6.161
C 4.710 -6.906 -5.334
C -3.949 -6.941 4.830
C -3.113 -5.911 4.077
C 0.923 -1.579 -2.172
C 0.486 0.180 -0.684
C 2.054 5.673 1.827
C 1.019 5.978 2.880
C -0.683 -0.738 -0.578
C 3.800 -7.799 -7.315
C 2.360 6.698 -6.895
C -5.288 3.336 0.039
C -7.362 3.097 1.298
C 1.012 -0.093 -2.080
C 3.187 4.447 -6.933
C 3.631 5.856 -7.099
C 1.673 -2.664 6.576
C -6.026 2.403 1.048
C 3.314 -7.291 -4.961
C 0.577 7.412 2.642
C 2.476 7.150 1.435
C 1.837 -1.347 5.831
C -5.170 -5.013 4.695
C 3.000 -8.260 -6.084
H 2.122 -0.893 9.132
H -0.499 7.348 2.481
H -1.521 -0.438 -1.207
H -2.842 -6.233 3.072
H 5.388 -7.538 -4.760
H -8.091 2.323 1.061
H 2.030 0.250 -2.263
H 1.018 -1.164 5.136
H 4.885 -5.920 -4.905
H 3.059 3.985 -7.912
H 0.768 8.003 3.538
H 3.557 -0.864 8.097
H -4.671 2.780 -0.667
H 1.204 3.744 -6.337
H -2.123 -5.862 4.530
H 4.177 6.189 -7.982
H -5.432 2.210 1.941
H 2.742 6.931 0.401
H -4.283 -7.749 4.179
H 2.058 4.555 -5.085
H 1.922 -8.226 -6.240
H 0.566 -1.922 -3.143
H 1.946 -3.528 5.970
H 2.835 5.063 2.280
H 2.108 7.240 -7.807
H 3.196 -7.191 -7.989
H 1.268 0.132 0.074
H -6.896 3.774 -1.564
H -3.346 -7.509 5.539
H 0.245 5.215 2.794
H 3.241 7.507 2.125
H 0.133 1.204 -0.806
H -4.569 3.980 0.546
H 4.255 -8.593 -7.908
H -6.320 1.387 0.788
H 1.867 -2.080 -1.954
H 2.553 -6.528 -4.802
H 0.328 0.260 -2.852
H 3.940 3.857 -6.412
H 1.647 4.976 1.095
H 3.304 -9.258 -5.767
H 3.279 -7.857 -4.029
H 2.820 -1.285 5.365
H -5.643 -4.240 5.301
H 2.501 7.463 -6.131
H -3.804 -4.034 3.379
H -5.820 -5.084 3.823
H 2.091 0.505 6.801
H 4.265 6.156 -6.265
H -1.078 -0.974 0.410
H 0.645 -2.911 6.841
H -3.359 -3.958 5.118
H -6.098 5.155 -1.009
H 1.445 5.979 3.883
H 0.722 -0.352 7.434
H -7.508 3.462 2.314
*
```

***

What DFT total energy values result from the calculations? In sequence: -4250.2751, -405.5819, -550.8160, -1626.8846 a.u..